Here is a single C7H10 molecule in a non-equilibrium geometry from OMol25. Energies are from wB97M-V/def2-TZVPD.

Calculated values
SMILES string   C=C/C=C/CC=C
Net charge   0
Maximum force   4.9 eV/Å

Bonds (Å) are listed after each position.
Element x y z (Å)
1 C 1.99 2.65 1.90  C2 1.379, H8 1.029, H9 1.168
2 C 1.09 2.02 1.07  C1 1.379, C3 1.465, H10 1.089
3 C 0.74 0.60 0.97  C2 1.465, C4 1.391, H11 1.102
4 C -0.07 0.15 -0.07  C3 1.391, C5 1.539, H12 1.057
5 C -0.85 -1.18 -0.11  C4 1.539, C6 1.563, H13 1.102, H14 1.112
6 C -0.76 -1.84 -1.52  C5 1.563, C7 1.371, H15 1.113
7 C -1.87 -2.35 -2.13  C6 1.371, H16 1.090, H17 1.103
8 H 2.38 2.31 2.79  C1 1.029
9 H 2.25 3.75 1.59  C1 1.168
10 H 0.58 2.68 0.37  C2 1.089
11 H 0.68 -0.16 1.76  C3 1.102
12 H -0.27 0.83 -0.84  C4 1.057
13 H -0.46 -1.96 0.57  C5 1.102
14 H -1.89 -0.81 0.02  C5 1.112
15 H -0.10 -1.57 -2.38  C6 1.113
16 H -2.12 -2.53 -3.17  C7 1.090
17 H -2.61 -2.83 -1.46  C7 1.103

Charges per atom according to Mulliken partitioning, unit e: C -0.754; C -0.153; C -0.109; C -0.527; C -0.315; C -0.244; C -0.724; H 0.342; H 0.176; H 0.232; H 0.291; H 0.378; H 0.322; H 0.285; H 0.276; H 0.272; H 0.252

---

Here is a single C7H10 molecule in a non-equilibrium geometry from OMol25. Energies are from wB97M-V/def2-TZVPD.

Calculated values
Net charge   0
Maximum force   7.4 eV/Å

Bonds (Å) are listed after each position.
Element x y z (Å)
1 C 2.26 0.08 -0.23  C2 1.569, H8 1.160, H9 1.036, H10 1.171
2 C 0.73 0.03 -0.58  C1 1.569, C3 1.474, C5 1.550, H11 1.111
3 C -0.20 -0.98 -0.02  C2 1.474, C4 1.490, C5 1.880, C7 1.557, H12 1.087
4 C -0.18 -0.21 1.25  C3 1.490, C5 1.435, H13 1.102, H14 1.200
5 C -0.23 0.87 0.30  C2 1.550, C3 1.880, C4 1.435, C6 1.461, H15 1.095
6 C -1.58 0.72 -0.23  C5 1.461, C7 1.298, H16 1.020
7 C -1.59 -0.54 -0.57  C3 1.557, C6 1.298, H17 0.989
8 H 2.89 -0.57 -0.95  C1 1.160
9 H 2.53 -0.24 0.72  C1 1.036
10 H 2.79 1.12 -0.30  C1 1.171
11 H 0.71 0.36 -1.63  C2 1.111
12 H 0.27 -1.95 -0.20  C3 1.087
13 H 0.71 -0.33 1.89  C4 1.102
14 H -1.02 -0.67 1.97  C4 1.200
15 H 0.17 1.87 0.48  C5 1.095
16 H -2.02 1.62 -0.42  C6 1.020
17 H -2.28 -1.00 -1.10  C7 0.989

Charges per atom according to Mulliken partitioning, unit e: C -1.410; C 0.065; C -0.072; C -0.804; C -0.091; C -0.509; C -1.077; H 0.316; H 0.385; H 0.292; H 0.319; H 0.456; H 0.268; H 0.245; H 0.536; H 0.500; H 0.582

---

Here is a single C7H10 molecule in a non-equilibrium geometry from OMol25. Energies are from wB97M-V/def2-TZVPD.

Calculated values
SMILES string   C[C@@H]1[C@@H]2C=CC[C@H]12
Net charge   0
Maximum force   3.8 eV/Å

Bonds (Å) are listed after each position.
Element x y z (Å)
1 C -2.05 0.43 0.14  C2 1.528, H8 1.096, H9 1.100, H10 1.096
2 C -1.04 -0.70 -0.05  C1 1.528, C3 1.510, C7 1.498, H11 1.109
3 C 0.23 -1.07 0.66  C2 1.510, C4 1.490, C7 1.541, H12 1.098
4 C 0.89 0.13 1.24  C3 1.490, C5 1.338, H13 1.077
5 C 1.42 0.99 0.36  C4 1.338, C6 1.468, H14 1.085
6 C 1.57 0.42 -0.99  C5 1.468, C7 1.780, H15 1.127, H16 1.095
7 C 0.23 -0.75 -0.84  C2 1.498, C3 1.541, C6 1.780, H17 1.052
8 H -2.86 0.30 -0.59  C1 1.096
9 H -2.52 0.46 1.14  C1 1.100
10 H -1.61 1.42 -0.04  C1 1.096
11 H -1.38 -1.67 -0.45  C2 1.109
12 H 0.26 -2.02 1.23  C3 1.098
13 H 0.83 0.33 2.30  C4 1.077
14 H 1.54 2.05 0.55  C5 1.085
15 H 1.87 1.18 -1.76  C6 1.127
16 H 2.31 -0.38 -1.07  C6 1.095
17 H 0.30 -1.11 -1.83  C7 1.052

Charges per atom according to Mulliken partitioning, unit e: C -1.243; C 0.035; C -0.292; C -0.469; C -0.427; C -0.534; C -0.575; H 0.344; H 0.302; H 0.306; H 0.326; H 0.377; H 0.400; H 0.369; H 0.340; H 0.233; H 0.508

---

Here is 2 unconnected molecules or ions with the total composition C7H10 from OMol25. Energies are from wB97M-V/def2-TZVPD.

Calculated values
SMILES string   C1=C2[C@H]3C[C@H]3[C@H]2C1.[H][H]
Net charge   0
Maximum force   0.3 eV/Å

Bonds (Å) are listed after each position.
Element x y z (Å)
1 C 0.56 1.10 -0.98  C2 1.346, C7 1.533, H8 1.087
2 C -0.20 0.01 -1.20  C1 1.346, C3 1.521, C6 1.484
3 C -0.29 -1.47 -0.85  C2 1.521, C4 1.504, C5 1.541, H9 1.085
4 C 0.13 -1.54 0.59  C3 1.504, C5 1.502, H10 1.088, H11 1.088
5 C -1.24 -1.03 0.28  C3 1.541, C4 1.502, C6 1.556, H12 1.087
6 C -1.31 0.41 -0.30  C2 1.484, C5 1.556, C7 1.565, H13 1.094
7 C -0.44 1.67 0.04  C1 1.533, C6 1.565, H14 1.098, H15 1.097
8 H 1.59 1.36 -1.20  C1 1.087
9 H -0.35 -2.34 -1.50  C3 1.085
10 H 0.15 -2.53 1.03  C4 1.088
11 H 0.92 -0.88 0.95  C4 1.088
12 H -2.12 -1.56 0.65  C5 1.087
13 H -2.29 0.61 -0.75  C6 1.094
14 H -0.02 1.64 1.05  C7 1.098
15 H -0.89 2.65 -0.14  C7 1.097
16 H 2.66 1.21 1.28  H17 0.743
17 H 3.14 0.69 1.05  H16 0.743

Charges per atom according to Mulliken partitioning, unit e: C -0.600; C 0.098; C -0.343; C -0.467; C -0.388; C -0.136; C -0.562; H 0.408; H 0.381; H 0.265; H 0.065; H 0.380; H 0.416; H 0.180; H 0.305; H -0.111; H 0.108

---

Here is a single C7H10 molecule from OMol25. Energies are from wB97M-V/def2-TZVPD.

Calculated values
SMILES string   C#C[C@@H]1[C@H](C)[C@@H]1C
Net charge   0
Maximum force   0.6 eV/Å

Bonds (Å) are listed after each position.
Element x y z (Å)
1 C -0.15 2.43 1.00  C2 1.207, H8 1.068
2 C -0.72 1.41 0.71  C1 1.207, C3 1.443
3 C -1.22 0.09 0.42  C2 1.443, C4 1.526, C6 1.516, H9 1.087
4 C -0.21 -1.04 0.57  C3 1.526, C5 1.519, C6 1.504, H10 1.087
5 C 1.20 -0.73 1.04  C4 1.519, H11 1.095, H12 1.094, H13 1.096
6 C -0.73 -0.67 -0.79  C3 1.516, C4 1.504, C7 1.508, H14 1.089
7 C 0.11 0.00 -1.85  C6 1.508, H15 1.095, H16 1.095, H17 1.093
8 H 0.35 3.34 1.24  C1 1.068
9 H -2.24 -0.11 0.74  C3 1.087
10 H -0.63 -1.95 0.99  C4 1.087
11 H 1.22 0.16 1.67  C5 1.095
12 H 1.61 -1.56 1.62  C5 1.094
13 H 1.89 -0.55 0.21  C5 1.096
14 H -1.46 -1.37 -1.20  C6 1.089
15 H 0.77 -0.71 -2.36  C7 1.095
16 H -0.53 0.47 -2.60  C7 1.095
17 H 0.73 0.80 -1.41  C7 1.093

Charges per atom according to Mulliken partitioning, unit e: C 0.396; C -0.741; C -0.547; C 0.075; C -1.300; C 0.179; C -1.522; H 0.375; H 0.363; H 0.383; H 0.275; H 0.361; H 0.288; H 0.376; H 0.342; H 0.376; H 0.322

---

Here is a single C7H10 molecule from OMol25. Energies are from wB97M-V/def2-TZVPD.

Calculated values
SMILES string   C[C@]12C[C@@H]3[C@H](C1)[C@@H]32
Net charge   0
Maximum force   0.3 eV/Å

Bonds (Å) are listed after each position.
Element x y z (Å)
1 C 1.58 -1.22 -0.15  C2 1.517, H8 1.094, H9 1.094, H10 1.094
2 C 0.38 -0.31 0.03  C1 1.517, C3 1.548, C6 1.549, C7 1.577
3 C 0.37 0.83 1.07  C2 1.548, C4 1.520, H11 1.097, H12 1.095
4 C -0.63 1.52 0.15  C3 1.520, C5 1.528, C7 1.500, H13 1.086
5 C -1.52 0.44 -0.45  C4 1.528, C6 1.519, C7 1.501, H14 1.086
6 C -1.06 -0.89 0.12  C2 1.549, C5 1.519, H15 1.098, H16 1.095
7 C -0.17 0.72 -1.03  C2 1.577, C4 1.500, C5 1.501, H17 1.083
8 H 1.31 -2.27 -0.02  C1 1.094
9 H 2.00 -1.12 -1.15  C1 1.094
10 H 2.37 -0.99 0.56  C1 1.094
11 H 0.07 0.58 2.09  C3 1.097
12 H 1.32 1.36 1.08  C3 1.095
13 H -0.95 2.56 0.17  C4 1.086
14 H -2.50 0.67 -0.87  C5 1.086
15 H -1.41 -1.20 1.12  C6 1.098
16 H -1.21 -1.71 -0.59  C6 1.095
17 H 0.15 1.01 -2.02  C7 1.083

Charges per atom according to Mulliken partitioning, unit e: C -1.360; C 0.737; C -0.753; C -0.467; C -0.458; C -0.750; C -0.446; H 0.317; H 0.314; H 0.321; H 0.293; H 0.362; H 0.394; H 0.396; H 0.295; H 0.362; H 0.443

---

Here is a single C7H10 molecule from OMol25. Energies are from wB97M-V/def2-TZVPD.

Calculated values
Net charge   0
Maximum force   0.4 eV/Å

Bonds (Å) are listed after each position.
Element x y z (Å)
1 C 1.54 -0.40 1.38  C2 1.525, H8 1.095, H9 1.095, H10 1.094
2 C 0.48 0.67 1.10  C1 1.525, C7 1.575, H11 1.093, H12 1.099
3 C -1.20 1.26 -0.33  C4 1.508, C7 1.495
4 C -0.90 0.76 -1.73  C3 1.508, C5 1.513, H13 1.102, H14 1.100
5 C -0.65 -0.73 -1.65  C4 1.513, C6 1.331, H15 1.086
6 C -0.67 -1.12 -0.38  C5 1.331, C7 1.515, H16 1.087
7 C -0.86 0.09 0.53  C2 1.575, C3 1.495, C6 1.515, H17 1.096
8 H 2.45 0.08 1.78  C1 1.095
9 H 1.20 -1.13 2.11  C1 1.095
10 H 1.82 -0.93 0.46  C1 1.094
11 H 0.25 1.24 2.00  C2 1.093
12 H 0.91 1.39 0.39  C2 1.099
13 H -0.04 1.34 -2.11  C4 1.102
14 H -1.73 1.05 -2.39  C4 1.100
15 H -0.49 -1.37 -2.51  C5 1.086
16 H -0.54 -2.13 -0.02  C6 1.087
17 H -1.55 -0.08 1.37  C7 1.096

Charges per atom according to Mulliken partitioning, unit e: C -1.261; C -0.579; C -0.912; C -0.375; C -0.368; C -0.738; C 0.511; H 0.387; H 0.302; H 0.357; H 0.369; H 0.259; H 0.267; H 0.379; H 0.413; H 0.468; H 0.520

---

Here is a single C7H10 molecule in a non-equilibrium geometry from OMol25. Energies are from wB97M-V/def2-TZVPD.

Calculated values
SMILES string   C=CC1CC(=C)C1
Net charge   0
Maximum force   1.1 eV/Å

Bonds (Å) are listed after each position.
Element x y z (Å)
1 C 0.77 1.67 0.10  C2 1.338, H8 1.080, H9 1.082
2 C 1.55 0.64 0.45  C1 1.338, C3 1.498, H10 1.089
3 C 1.20 -0.74 -0.01  C2 1.498, C4 1.598, C7 1.547, H11 1.099
4 C -0.10 -0.94 0.91  C3 1.598, C5 1.499, H12 1.096, H13 1.095
5 C -0.87 -0.27 -0.19  C4 1.499, C6 1.321, C7 1.525
6 C -2.09 0.24 -0.19  C5 1.321, H14 1.088, H15 1.080
7 C 0.21 -0.67 -1.20  C3 1.547, C5 1.525, H16 1.096, H17 1.090
8 H 0.30 1.76 -0.87  C1 1.080
9 H 0.48 2.42 0.82  C1 1.082
10 H 2.14 0.70 1.37  C2 1.089
11 H 2.00 -1.49 0.00  C3 1.099
12 H -0.48 -1.97 0.90  C4 1.096
13 H -0.14 -0.54 1.92  C4 1.095
14 H -2.58 0.48 0.75  C6 1.088
15 H -2.65 0.37 -1.11  C6 1.080
16 H 0.47 -0.04 -2.05  C7 1.096
17 H -0.04 -1.68 -1.53  C7 1.090

Charges per atom according to Mulliken partitioning, unit e: C -0.675; C -0.384; C -0.172; C -0.568; C 0.158; C -1.017; C -0.485; H 0.330; H 0.253; H 0.356; H 0.364; H 0.267; H 0.430; H 0.274; H 0.272; H 0.307; H 0.292

---

Here is a single C7H10 molecule from OMol25. Energies are from wB97M-V/def2-TZVPD.

Calculated values
Net charge   0
Maximum force   0.5 eV/Å

Bonds (Å) are listed after each position.
Element x y z (Å)
1 C -1.90 0.38 -0.32  C2 1.540, H8 1.094, H9 1.094, H10 1.093
2 C -0.88 -0.69 0.11  C1 1.540, C3 1.522, C7 1.484, H11 1.097
3 C 0.31 -0.86 -0.82  C2 1.522, C4 1.524, H12 1.089, H17 1.095
4 C 1.22 0.35 -0.76  C3 1.524, C5 1.497, H13 1.100, H14 1.098
5 C 1.57 0.64 0.66  C4 1.497, C6 1.359, H15 1.092
6 C 0.89 0.07 1.69  C5 1.359, C7 1.429, H16 1.086
7 C -0.46 -0.38 1.50  C2 1.484, C6 1.429
8 H -2.28 0.16 -1.32  C1 1.094
9 H -2.75 0.43 0.38  C1 1.094
10 H -1.44 1.37 -0.35  C1 1.093
11 H -1.45 -1.62 0.18  C2 1.097
12 H 0.02 -1.13 -1.84  C3 1.089
13 H 0.76 1.24 -1.23  C4 1.100
14 H 2.15 0.18 -1.32  C4 1.098
15 H 2.38 1.34 0.87  C5 1.092
16 H 1.19 0.22 2.72  C6 1.086
17 H 0.86 -1.71 -0.41  C3 1.095

Charges per atom according to Mulliken partitioning, unit e: C -1.392; C 0.619; C -0.805; C -0.695; C -0.186; C -0.334; C -0.771; H 0.318; H 0.396; H 0.323; H 0.350; H 0.384; H 0.316; H 0.361; H 0.367; H 0.406; H 0.344

---

Here is a single C7H10 molecule from OMol25. Energies are from wB97M-V/def2-TZVPD.

Calculated values
Net charge   0
Maximum force   0.5 eV/Å

Bonds (Å) are listed after each position.
Element x y z (Å)
1 C -1.52 0.66 -1.31  C2 1.506, H8 1.094, H9 1.096, H10 1.096
2 C -0.49 0.08 -0.37  C1 1.506, C3 1.565, C5 1.588, C7 1.490
3 C 0.01 0.84 0.89  C2 1.565, C4 1.531, H11 1.097, H12 1.095
4 C 1.19 -0.14 0.82  C3 1.531, C5 1.550, C6 1.539, H13 1.092
5 C 1.05 -0.02 -0.72  C2 1.588, C4 1.550, H14 1.095, H15 1.096
6 C 0.41 -1.45 1.05  C4 1.539, C7 1.501, H16 1.092, H17 1.110
7 C -0.61 -1.37 -0.05  C2 1.490, C6 1.501
8 H -1.63 0.00 -2.18  C1 1.094
9 H -2.49 0.69 -0.81  C1 1.096
10 H -1.26 1.67 -1.64  C1 1.096
11 H -0.60 0.82 1.80  C3 1.097
12 H 0.28 1.87 0.65  C3 1.095
13 H 2.14 0.04 1.32  C4 1.092
14 H 1.40 -0.85 -1.36  C5 1.095
15 H 1.39 0.93 -1.14  C5 1.096
16 H 0.98 -2.38 1.14  C6 1.092
17 H -0.26 -1.39 1.93  C6 1.110

Charges per atom according to Mulliken partitioning, unit e: C -1.526; C 1.067; C -0.727; C -0.288; C -0.682; C -0.395; C -0.833; H 0.369; H 0.353; H 0.330; H 0.314; H 0.276; H 0.446; H 0.326; H 0.322; H 0.338; H 0.310

---

For reference, DFT total energy by record: -272.5871; -272.5592; -272.5874; -272.5187; -272.6282; -272.6311; -272.5742; -272.6043; -272.5870; -272.5662 Ha.
For reference, ΔE to the lowest compared entry with this formula, charge and spin by record: 82.1; 99.6; 82.0; 125.1; 56.4; 54.6; 90.2; 71.4; 82.2; 95.3 kcal/mol.